Record 1
77
Properties=species:S:1:pos:R:3:forces:R:3:lowdin_charge:R:1 method="wB97M-V/def2-TZVPD" total_charge=-1 de_lowest_kj_mol=0.0 orbital_gap_ev=5.65
C 0.600263 -3.266996 1.373664 -0.2969 0.3460 0.1071 -0.118
C 1.600833 -2.226667 1.932043 0.3379 -0.6205 0.2585 -0.253
C 2.348591 -1.348033 0.908139 -0.0277 -0.3452 -0.5358 -0.425
C 2.758868 -2.270768 -0.263400 0.2460 -0.3810 0.4866 -0.139
P 1.705950 0.448506 0.380679 0.0505 -0.7291 0.2349 0.667
C 0.899188 -0.240638 -1.234611 -0.3085 -0.0388 -0.3056 -0.291
C -0.230070 0.519105 -1.947228 -0.0902 -0.3334 -0.0786 -0.215
C -1.079312 -0.395260 -2.823625 -0.0822 0.1462 0.0075 -0.241
O -0.435302 -0.673706 -4.064200 0.0047 -0.0881 -0.0010 -0.186
C 0.010205 -2.001422 -4.194404 0.0119 0.0146 0.1243 -0.123
C 1.355135 2.297936 -0.193353 0.2536 0.4061 -0.0461 -0.303
C 1.899513 2.812302 -1.537290 -0.4647 0.2496 -0.1889 -0.247
C 3.096177 3.742787 -1.446290 0.0014 -0.4805 -0.2328 -0.577
N 4.073874 3.668489 -2.510139 0.0436 0.1476 -0.0861 0.071
O 3.187711 4.579660 -0.596656 0.0562 0.3412 0.3774 0.074
C 0.073868 0.396059 1.447381 -0.3970 0.4133 0.1949 -0.226
C -1.165969 -0.478551 1.198598 -0.1144 -0.2455 0.4020 -0.109
C -2.436008 0.210964 1.644710 -0.0369 -0.1530 -0.1917 -0.444
F -2.820990 1.190296 0.777282 0.0090 -0.0048 -0.1966 0.106
F -2.273342 0.798566 2.853036 -0.0171 0.3114 0.1979 0.120
C -3.631155 -0.769951 1.839504 -0.0554 0.1092 0.2225 -0.338
F -3.616728 -1.737005 0.902403 -0.1011 0.0380 -0.2139 0.138
F -3.422025 -1.379286 3.022815 0.1143 -0.2037 0.1225 0.143
C -5.081299 -0.139694 1.941968 0.0560 -0.1533 -0.0999 -0.318
F -5.005190 1.144772 2.317417 0.0174 0.1093 0.0539 0.159
F -5.716259 -0.809209 2.928917 -0.0350 -0.0895 0.0297 0.143
C -6.100680 -0.243070 0.747668 0.1561 0.1950 0.0169 -0.326
F -7.278909 0.122847 1.286580 -0.0952 0.0883 0.0703 0.151
F -6.210061 -1.527639 0.370179 -0.0163 -0.1608 -0.0252 0.156
C -5.924095 0.649449 -0.533631 -0.1274 -0.1978 -0.0605 -0.347
F -5.213249 1.744408 -0.266996 0.1519 0.0956 0.0811 0.173
F -7.150025 1.037626 -0.930653 -0.1819 0.0740 -0.0495 0.156
C -5.306885 -0.071768 -1.758251 0.1686 0.1052 -0.0071 -0.553
F -5.038903 0.837758 -2.697068 -0.0072 -0.0960 0.0499 0.185
F -6.162835 -0.957641 -2.262774 0.0302 -0.0200 -0.0097 0.184
F -4.181682 -0.692032 -1.421869 0.0674 0.0310 -0.0836 0.183
C 2.544540 1.256779 1.964826 0.0012 0.0776 0.1169 -0.354
O 2.980225 0.344816 2.972751 -0.0759 0.0197 0.0615 -0.260
C 2.970307 0.922233 4.250701 0.0254 0.0221 -0.0303 -0.136
P 3.880903 0.868106 -0.587898 0.1394 1.2072 -0.0865 0.856
O 5.133401 0.321603 0.383477 0.1714 -0.3749 -0.4771 -0.340
O 4.213643 0.198873 -2.119440 0.3191 -0.0987 0.1961 -0.369
H 0.211882 -2.993054 0.389565 0.0478 -0.0323 0.0198 0.055
H -0.273518 -3.350035 2.027492 0.0827 -0.1249 0.0080 0.058
H 1.045522 -4.260957 1.305006 -0.0034 0.0572 -0.1458 0.065
H 1.155105 -1.676238 2.760355 -0.0370 0.2491 -0.2493 0.083
H 2.384198 -2.822992 2.425410 -0.0422 0.0885 0.0565 0.102
H 3.323574 -1.144343 1.353105 -0.2403 0.3607 0.2524 0.066
H 3.580329 -1.850565 -0.846006 -0.2779 0.0920 -0.1852 0.032
H 1.955916 -2.596948 -0.921911 0.0700 0.1701 -0.1238 0.048
H 3.165658 -3.197606 0.174346 0.0233 0.0628 -0.0426 0.077
H 1.677880 -0.437796 -1.980145 0.0804 0.0059 0.1476 0.069
H 0.484237 -1.226313 -0.993857 0.0912 0.0397 0.1821 0.044
H 0.165941 1.261942 -2.641950 -0.0776 0.1868 0.2395 0.099
H -0.907069 1.021420 -1.249010 0.0906 0.0333 0.0269 0.096
H -2.023033 0.101377 -3.064083 -0.0663 0.0035 -0.0608 0.107
H -1.320339 -1.334263 -2.304094 0.0021 0.0506 -0.0291 0.112
H 0.555740 -2.067262 -5.136244 -0.0215 -0.0469 0.0395 0.084
H 0.677100 -2.282752 -3.369694 0.0034 -0.0124 -0.0862 0.077
H -0.835918 -2.703490 -4.213865 0.0668 0.0004 -0.0309 0.084
H 1.729151 3.001836 0.556310 0.0275 -0.1121 0.0084 0.067
H 0.276651 2.458356 -0.186810 -0.0151 -0.2131 -0.0310 0.059
H 2.068468 2.039999 -2.291929 0.2046 -0.0965 0.2029 0.077
H 1.126145 3.459780 -1.989413 0.0314 -0.0501 -0.0292 0.121
H 4.470938 2.729859 -2.461612 -0.0328 0.0211 -0.0483 0.027
H 3.576996 3.722158 -3.397742 0.0170 -0.1152 0.0349 0.070
H 0.379050 0.190042 2.475626 0.1652 -0.1299 -0.1307 0.067
H -0.266659 1.433884 1.526215 0.0755 -0.0039 -0.2626 0.073
H -1.331277 -0.842713 0.184261 0.1332 0.1462 -0.0742 0.107
H -1.117514 -1.360857 1.842979 0.1175 -0.0948 -0.2107 0.102
H 3.378079 1.920629 1.685410 0.0180 -0.0775 -0.0217 0.070
H 1.779590 1.911267 2.407647 0.0134 -0.0096 -0.1100 0.076
H 3.458844 1.906281 4.254664 0.0445 -0.0687 0.0222 0.085
H 1.941856 1.056309 4.620629 0.0411 0.0165 -0.0158 0.082
H 3.506079 0.251274 4.926672 -0.0424 0.0400 -0.0066 0.081
H 5.440873 -0.572628 0.182858 -0.2648 -0.0986 0.2582 0.032
H 4.707300 -0.630207 -2.105150 -0.2279 -0.0720 -0.0100 0.017

***

Record 2
7
Properties=species:S:1:pos:R:3:forces:R:3:lowdin_charge:R:1 method="wB97M-V/def2-TZVPD" smiles="O=PO.SCl" total_charge=0 de_lowest_kj_mol=216.7 orbital_gap_ev=9.07
O -0.475544 2.264995 -1.802414 -0.4684 0.1616 -0.7281 -0.454
P 0.166080 2.928730 -0.683868 0.5732 -1.5183 1.3014 0.790
O 0.528127 1.653328 0.350058 -0.6919 0.9742 -1.4491 -0.334
H 1.134650 1.884638 1.038858 0.5826 0.3389 0.8933 0.004
S 0.237786 -2.608763 0.534478 0.2975 -1.6636 0.1612 0.254
Cl -0.894647 -4.379177 0.322330 0.5942 1.2358 0.1056 -0.025
H -0.696452 -1.743751 0.240560 -0.8871 0.4714 -0.2843 -0.236

***

Record 3
80
Properties=species:S:1:pos:R:3:forces:R:3:lowdin_charge:R:1 method="wB97M-V/def2-TZVPD" total_charge=-1 orbital_gap_ev=5.87
C 2.760391 -3.368950 -0.589340 0.2868 0.5364 -0.2241 -0.104
C 3.166423 -1.977456 -1.289357 -0.2032 -0.9245 -0.2886 -0.264
N 2.817844 -0.790071 -0.451091 -0.0178 -1.0366 -0.0538 -0.017
C 1.436683 -0.340659 -0.745767 -0.4527 0.3917 -2.3937 -0.319
O 0.398051 -1.284831 -0.500964 1.8735 0.7523 0.0272 -0.026
B -0.880507 -0.539945 -0.312879 0.7367 -0.7828 1.3346 -0.952
C -1.470440 -1.259221 1.070378 0.3101 1.1043 0.7037 -0.104
C -2.624656 -0.406102 1.782462 0.1087 -0.7143 0.9799 -0.189
C -4.069882 -1.095699 1.697264 0.2427 0.2475 -0.1019 -0.171
C -5.046886 -0.352577 0.650398 -0.2032 -0.6130 0.2556 -0.088
C -6.562636 -0.351033 1.148839 2.0157 -1.0362 1.8285 -0.337
F -6.744534 -1.642237 1.739905 -0.4402 1.9369 -1.1490 0.037
F -6.785674 0.538768 2.232288 0.0038 -1.2003 -2.3710 0.058
C -7.657313 -0.264537 0.011088 -1.3288 -3.4536 1.2003 -0.348
F -7.504214 -1.422148 -0.785290 -0.0153 2.3698 1.3359 0.063
F -8.933134 -0.406754 0.592699 2.5191 0.5797 -1.2354 0.073
S -7.606551 1.195503 -1.135345 -2.1853 2.6781 -2.0325 0.961
F -6.693292 2.130404 -0.136750 -0.7262 -1.6666 -1.3674 -0.151
F -8.961822 1.813581 -0.348249 1.9740 -0.4483 -1.0950 -0.193
F -8.692414 0.398607 -2.144490 1.8371 0.9396 1.2477 -0.181
F -6.323836 0.638964 -1.998392 -1.8319 0.7305 1.7366 -0.164
F -7.688269 2.477534 -2.176795 0.1974 -1.7345 1.4293 -0.160
C -2.055956 -0.928655 -1.414240 0.3099 -0.9611 -0.8414 -0.535
Br -2.791585 0.654246 -2.403477 -0.1084 -0.5546 0.2579 0.657
C -1.602355 -2.088607 -2.438423 -2.6448 0.5343 0.1045 -0.679
C -2.928442 -2.565996 -3.235407 0.6144 -0.1031 0.3914 -0.193
Br -0.349570 -1.433171 -3.846022 -0.1815 -0.5508 0.8010 0.657
O -0.455600 0.870073 -0.197148 0.5454 1.7128 -0.1987 -0.031
C 0.968657 1.125848 -0.176531 0.8081 -4.0865 -0.0319 -0.315
C 1.587439 2.099180 -1.278503 -2.1195 0.7831 -0.8960 -0.139
C 0.467596 2.242899 -2.440750 0.2930 -0.2555 0.2002 -0.117
C 1.450320 1.208076 1.341781 -0.2303 1.2770 0.2765 -0.061
C 2.360954 2.462310 1.709004 -0.1337 -0.7138 0.8923 -0.213
O 2.097353 2.766509 3.133985 -0.1606 0.8656 -0.9638 -0.148
H 3.727539 -3.855491 -0.248299 -1.3048 0.2168 -0.3360 0.055
H 2.103028 -3.172468 0.310146 0.7342 -0.1842 -1.1595 0.071
H 2.194563 -4.022906 -1.338543 0.8858 0.7573 1.1396 0.071
H 4.285102 -2.019823 -1.528762 -1.3792 0.3499 0.5377 0.096
H 2.641047 -1.964231 -2.305404 0.4993 0.3008 1.1634 0.095
H 3.517108 -0.058029 -0.635670 -0.8440 -0.2306 0.0708 0.060
H 1.435079 -0.257032 -1.885462 -0.1016 0.4087 0.9171 0.095
H -1.778879 -2.310613 0.770413 0.1349 1.0296 0.7159 0.099
H -0.574064 -1.325646 1.778115 -1.2336 -0.1126 -0.8006 0.104
H -2.352706 -0.373230 2.896778 -0.4790 0.0636 -1.4429 0.102
H -2.638922 0.692778 1.457193 0.0019 -1.5606 0.1240 0.115
H -4.514574 -1.166647 2.739303 0.3118 0.2463 -1.3732 0.109
H -3.903542 -2.161447 1.335280 -0.3982 1.3089 0.5174 0.109
H -4.649293 0.691789 0.438043 -0.7897 -1.3674 0.1044 0.121
H -5.045314 -1.007635 -0.287775 -0.0420 1.3087 1.0360 0.116
H -2.947323 -1.370912 -0.851161 1.0663 0.6945 -1.0014 0.058
H -1.160046 -2.930484 -1.826070 -0.1482 1.1192 -0.9313 0.110
H -3.779597 -2.555672 -2.483596 0.9115 -0.1992 -0.9352 0.067
H -3.182340 -1.823827 -4.059365 0.3964 -1.0582 1.0831 0.046
H -2.791337 -3.619523 -3.652737 -0.2261 1.4466 0.4122 0.072
H 1.788815 3.156243 -0.929521 0.1049 -1.2786 -0.2046 0.092
H 2.488349 1.641085 -1.791333 -0.8020 0.5544 1.0493 0.088
H 0.062921 1.211575 -2.674619 0.3481 1.3704 0.2939 0.002
H 0.915789 2.639745 -3.409797 -0.4691 -0.2428 1.2787 0.073
H -0.395634 2.903512 -2.087980 1.2171 -0.9841 -0.5584 0.078
H 0.500825 1.305877 1.974723 1.2621 -0.0095 -0.9468 0.132
H 1.975147 0.275332 1.721560 -0.6250 1.0063 -0.8318 0.126
H 2.116863 3.412128 1.147261 0.4534 -1.2929 0.2224 0.106
H 3.477711 2.211533 1.678055 -1.5238 0.4559 -0.3415 0.120
H 1.433028 3.482900 3.073870 0.4984 -0.7355 0.4510 0.078
Cl 5.614497 1.323562 -2.039721 0.0178 0.0564 0.0089 0.569
C 6.804072 0.411285 -2.999945 0.0419 -0.1356 -0.1105 -0.661
C 7.748720 -0.389325 -2.128412 -0.1074 -0.1724 -0.1320 -0.667
Cl 8.851919 0.653972 -1.196167 0.0062 0.0217 0.0317 0.530
H 7.342898 1.118383 -3.631766 -0.0202 -0.0254 0.1592 0.066
H 6.238268 -0.261413 -3.646950 0.0406 -0.0172 0.1167 0.073
H 8.372693 -1.031393 -2.752347 -0.0503 0.1010 -0.0121 0.070
H 7.206042 -1.022031 -1.424739 0.0109 0.1728 -0.0284 0.066
Cl 6.303568 0.595569 3.824140 0.0197 -0.0390 -0.0110 0.527
C 5.342053 1.774667 4.751848 -0.1801 0.1815 0.0387 -0.663
C 5.115795 1.328693 6.181128 0.0926 0.1702 0.0096 -0.670
Cl 4.036979 -0.084811 6.283520 0.0392 -0.0315 0.0155 0.535
H 4.398376 1.931386 4.226151 0.0465 -0.0953 0.0813 0.049
H 5.898238 2.713691 4.741279 -0.0074 -0.0902 0.0728 0.071
H 4.639913 2.131176 6.747181 -0.0144 -0.0270 -0.1299 0.069
H 6.054484 1.073852 6.675276 -0.0886 -0.0552 -0.1233 0.063

***

Record 4
12
Properties=species:S:1:pos:R:3:forces:R:3:lowdin_charge:R:1 method="wB97M-V/def2-TZVPD" smiles="O=CC(=S)N1CC1" total_charge=0 de_lowest_kj_mol=422.2 orbital_gap_ev=8.10
O -1.576229 -1.115548 0.937391 4.7120 -2.4602 4.0779 -0.057
C -0.453708 -1.438506 1.498635 -3.1925 1.8013 -5.2399 -0.086
C 0.810541 -0.548350 0.842927 -2.3008 -0.8806 -0.6458 -0.789
S 2.260336 -0.437138 1.537098 0.1647 0.1435 0.0426 0.674
N 0.421632 -0.106453 -0.424686 -1.3149 -2.1989 1.4220 -0.108
C 0.544805 1.073966 -1.110033 2.3007 3.9065 -3.4362 -0.188
C -0.858857 0.586169 -0.833652 3.1192 3.4397 6.0517 -0.054
H -0.267145 -2.441598 2.041850 -0.2309 1.8574 -0.2452 0.136
H 1.262445 1.916565 -0.711599 -2.2572 -1.2810 0.1854 0.140
H 0.777434 1.195189 -2.283097 -0.1764 -1.4642 2.4022 0.141
H -1.441949 1.092591 0.015774 1.2222 -0.8363 -1.2980 0.138
H -1.479304 0.223112 -1.510607 -2.0461 -2.0271 -3.3168 0.052